(1)
This record from OMol25 describes a molecular structure, C60H44Cl36O32. The level of theory is ωB97M-V/def2-TZVPD.

ORCA input file:
```
! wB97M-V def2-TZVPD RIJCOSX def2/J DEFGRID3
* xyz 0 1
C 1.4574 -4.6190 -2.4029
C 1.1814 -5.0452 -3.6687
C -0.1741 -5.0710 -4.2479
O -0.5311 -5.5635 -5.3276
C -1.1795 -4.5170 -3.3514
C -0.8989 -3.9339 -2.2057
C 0.4388 -4.0633 -1.5098
O 0.6385 -3.6831 -0.3670
O -2.0009 -3.3694 -1.5687
O 2.1414 -5.6283 -4.4284
H 2.4541 -4.7890 -2.0232
H -2.1794 -4.5278 -3.7594
H -1.6135 -3.0453 -0.7524
H 1.8412 -5.6609 -5.3397
C 5.1641 -3.5003 2.6546
C 6.2727 -4.1282 2.2261
C 6.2657 -5.2304 1.1918
O 7.2470 -5.7904 0.6914
C 4.8581 -5.6142 0.8912
C 3.7665 -4.9778 1.3635
C 3.8316 -3.7325 2.1841
O 2.8775 -3.0167 2.4557
O 2.4348 -5.2867 1.0184
O 7.4925 -3.7269 2.6591
H 5.2768 -2.7178 3.3904
H 4.6707 -6.4595 0.2456
H 1.8902 -4.5385 1.2739
H 8.1900 -4.1127 2.1240
C 2.4228 -0.3865 -5.8760
C 1.2226 -0.3032 -5.3012
C 0.1621 -1.3199 -5.4986
O -0.8963 -1.3958 -4.8627
C 0.6098 -2.5090 -6.3520
C 1.8069 -2.5440 -6.9230
C 2.8599 -1.5230 -6.7343
O 3.9527 -1.6075 -7.2161
O 2.1774 -3.5983 -7.7147
O 0.8870 0.6575 -4.4059
H 3.1750 0.3579 -5.6606
H -0.1418 -3.2671 -6.5156
H 3.0560 -3.4124 -8.0539
H -0.0232 0.5552 -4.1183
C 0.1097 -2.0848 6.5698
C 0.2183 -1.2397 7.6306
C 1.2656 -0.1926 7.7306
O 1.2839 0.6547 8.6219
C 2.2195 -0.2093 6.6262
C 2.0412 -1.0254 5.5619
C 0.9117 -2.0067 5.3328
O 0.6385 -2.6350 4.3259
O 2.9635 -1.1485 4.5305
O -0.6014 -1.2570 8.7175
H -0.6703 -2.8273 6.4886
H 3.1910 0.2625 6.6264
H 2.6718 -1.7926 3.8811
H -0.3805 -0.4553 9.1973
C 7.5773 0.0378 7.2159
C 8.4984 1.0907 7.2038
C 8.6934 2.0002 6.0076
O 9.5244 2.9613 5.9253
C 7.8054 1.5803 4.8706
C 6.9388 0.5443 4.9681
C 6.6860 -0.3430 6.1451
O 5.8409 -1.2681 6.1517
O 6.1169 0.2465 3.9076
O 9.3583 1.2800 8.2466
H 7.5394 -0.6034 8.0841
H 7.7666 2.1796 3.9730
H 5.6009 -0.5380 4.1073
H 10.1681 1.7130 7.9667
C -9.2006 3.0109 0.7786
C -8.0827 2.5895 0.1271
C -7.2961 1.3919 0.5141
O -6.2950 1.0103 -0.1310
C -7.9483 0.5874 1.5021
C -9.0374 0.9518 2.1554
C -9.7273 2.2648 1.9359
O -10.6300 2.6473 2.6907
O -9.6140 0.1514 3.1576
O -7.5634 3.2454 -0.9114
H -9.7719 3.8745 0.4714
H -7.5547 -0.3916 1.7325
H -10.5133 0.4807 3.2244
H -7.0653 2.6069 -1.4270
C -1.2570 0.2736 -0.3443
C -0.6739 -0.2440 0.7516
C 0.6304 0.0638 1.1916
O 1.0817 -0.3551 2.2236
C 1.3223 1.0748 0.3014
C 0.7572 1.6024 -0.7949
C -0.5360 1.0976 -1.2861
O -1.0033 1.4711 -2.3702
O 1.2184 2.7469 -1.4264
O -1.3953 -1.0557 1.6067
H -2.3048 0.0672 -0.5055
H 2.2551 1.5258 0.6060
H 0.6886 2.8995 -2.2123
H -0.8658 -1.1870 2.3966
C -3.9830 -0.5326 -4.1209
C -4.5493 0.2417 -3.1385
C -5.3023 1.4694 -3.4201
O -5.9120 2.1218 -2.5845
C -5.3499 1.7617 -4.8990
C -4.8567 0.9957 -5.8697
C -4.1337 -0.3266 -5.5628
O -3.6609 -1.0129 -6.4313
O -4.8814 1.3303 -7.1934
O -4.5266 -0.0901 -1.8163
H -3.5583 -1.4839 -3.8365
H -5.9275 2.5992 -5.2615
H -4.4115 0.6386 -7.6650
H -5.1119 0.5019 -1.3381
C -5.1473 -2.7406 4.3274
Cl -3.5632 -3.4848 4.0177
Cl -5.1117 -1.1262 4.9256
Cl -5.8655 -3.5860 5.6867
H -5.8190 -2.7979 3.4709
C -5.4742 -3.7760 -0.8325
Cl -4.4807 -3.9695 0.6478
Cl -7.2359 -3.8802 -0.5164
Cl -4.9307 -4.9849 -1.9946
H -5.3286 -2.7606 -1.2009
C 6.0683 4.7905 3.2189
Cl 5.6557 6.4597 4.0126
Cl 6.0986 5.0495 1.4551
Cl 4.9729 3.4621 3.7220
H 7.0921 4.5720 3.5226
C 4.3766 0.2459 -1.7745
Cl 5.6090 1.5237 -1.5541
Cl 4.2106 -0.8532 -0.3774
Cl 4.9487 -0.7039 -3.1698
H 3.4137 0.7044 -1.9999
C 1.3150 5.0216 2.6333
Cl 2.4336 5.2615 1.2457
Cl 2.0855 5.6994 4.0659
Cl 0.8740 3.2273 2.7630
H 0.3680 5.5356 2.4686
C -0.8316 -6.9270 2.7641
Cl 0.1728 -6.2145 4.0328
Cl -1.4082 -5.7686 1.5916
Cl -2.1702 -7.7979 3.5315
H -0.2339 -7.6846 2.2573
C -2.9715 4.4339 -0.3367
Cl -3.4911 2.7560 -0.5413
Cl -3.2132 5.5289 -1.7569
Cl -1.2410 4.4978 0.0184
H -3.5385 4.8565 0.4928
C 2.6084 4.1477 -5.0969
Cl 1.1261 3.7025 -4.2686
Cl 4.0622 3.3931 -4.4278
Cl 2.6549 5.8564 -5.0573
H 2.4997 3.9032 -6.1535
C 1.3239 7.4687 -1.3611
Cl 2.9869 7.7667 -1.9124
Cl 0.3443 6.7296 -2.6537
Cl 0.6133 9.0419 -0.7544
H 1.5233 6.7760 -0.5434
C -1.5889 2.0667 -7.7129
Cl -0.0190 2.5638 -7.1377
Cl -1.2723 0.6261 -8.7016
Cl -2.4300 3.2966 -8.5705
H -2.2661 1.8757 -6.8804
C -3.0591 5.2354 -5.0768
Cl -1.6700 6.0738 -5.8066
Cl -2.3503 3.7332 -4.4793
Cl -4.3703 4.9910 -6.2324
H -3.2904 5.9640 -4.2998
C -3.2123 1.8921 3.8375
Cl -1.8780 1.0043 4.4996
Cl -3.7850 0.9366 2.5261
Cl -2.7231 3.4621 3.2290
H -3.9809 2.0287 4.5982
*
```

The energy is -21287.114337 hartree. The LUMO energy comes out at -2.272 eV. The orbital gap comes out at 7.202 eV.

(2)
This record from OMol25 describes 2 unconnected molecules or ions with the total composition C4H9NOS. The level of theory is ωB97M-V/def2-TZVPD.

ORCA input file:
```
! wB97M-V def2-TZVPD RIJCOSX def2/J DEFGRID3
* xyz 0 1
C 1.6136 0.6153 0.5725
C 1.6274 0.3506 -0.9208
C 0.1471 0.3280 -1.3971
S -0.5324 1.9381 -1.6211
C -0.4758 -2.0113 1.7900
N -1.6202 -1.5780 2.4265
O -0.2873 -1.9203 0.6264
H 2.5246 0.5161 1.1614
H 0.9098 -0.1254 0.9220
H 1.9251 -0.6870 -1.0993
H 2.2159 1.0136 -1.5481
H -0.4865 -0.1398 -0.5981
H 0.0511 -0.2956 -2.2847
H 1.2445 1.5964 0.8787
H -2.0545 -0.7786 1.9791
H -2.1905 -2.2640 2.8883
*
```

The energy is -685.783609 hartree. The LUMO energy comes out at -3.649 eV. As for the relative energy (zero: lowest compared OMol25 entry of this formula, charge and spin): 147.68 kcal/mol. The orbital gap comes out at 3.266 eV.

(3)
This record from OMol25 describes 7 unconnected molecules or ions with the total composition C26H69N3O10. The level of theory is ωB97M-V/def2-TZVPD.

ORCA input file:
```
! wB97M-V def2-TZVPD RIJCOSX def2/J DEFGRID3
* xyz 0 1
C -16.8040 18.7660 4.7440
O -15.8340 17.7470 4.9460
C -14.7220 18.3960 5.4840
C -13.4810 17.5380 5.1910
N -12.3210 18.0840 5.8180
C -11.1630 17.2980 5.6420
C -10.0590 17.9460 6.4890
O -9.0490 17.2300 6.6790
C -7.8720 18.0150 7.0090
H -17.0250 19.2510 5.7220
H -17.8360 18.3930 4.4410
H -16.7570 19.4980 3.9370
H -15.0060 18.4720 6.5560
H -14.5740 19.4030 5.0670
H -13.4820 17.3110 4.1650
H -13.7910 16.6300 5.7150
H -12.2010 19.0520 5.4760
H -10.8510 17.1630 4.6080
H -11.5110 16.3620 6.1170
H -10.4590 18.2740 7.4510
H -9.7290 18.8890 5.9800
H -7.0670 17.3400 7.3360
H -8.1360 18.6500 7.8190
H -7.4000 18.5770 6.2510
C -9.7290 25.0980 1.4770
O -10.9220 24.4200 1.8430
C -10.7420 23.0820 1.6350
C -12.0100 22.4240 2.2200
N -11.8050 20.9670 2.2580
C -12.8690 20.0670 2.7870
C -14.1480 20.0330 1.8530
O -14.9710 19.1230 2.0800
C -15.8900 18.9000 1.1290
H -8.7100 24.8180 1.7500
H -9.6450 26.1480 1.6790
H -9.6360 25.0720 0.4030
H -9.9360 22.6660 2.2100
H -10.7230 22.8600 0.6140
H -12.8290 22.7250 1.5090
H -12.2300 22.6500 3.3150
H -11.4120 20.6490 1.3740
H -13.2690 20.3480 3.8030
H -12.4790 19.1090 2.9880
H -13.7940 19.8190 0.8630
H -14.7480 20.9820 1.8560
H -16.5600 19.7560 0.8730
H -16.5920 18.0240 1.4040
H -15.3450 18.6340 0.2180
C -12.0890 19.7470 12.3740
O -11.4150 19.8370 11.1110
C -10.3180 20.7090 11.1120
C -9.5360 20.3650 9.8020
N -8.1550 20.8520 9.5950
C -8.2210 22.3050 9.2140
C -7.1830 22.7260 8.3250
O -7.1230 23.9310 8.0160
C -6.6670 24.2570 6.7130
H -12.6470 20.6750 12.4910
H -11.3880 19.6240 13.2470
H -12.7440 18.8770 12.3110
H -9.7750 20.8160 12.0080
H -10.6150 21.7590 11.0500
H -10.1040 20.7480 8.8080
H -9.4710 19.3100 9.7900
H -7.6260 20.9210 10.5150
H -8.1170 22.7950 10.1440
H -9.2000 22.6080 8.7270
H -7.3930 22.2130 7.3830
H -6.1580 22.5690 8.6920
H -7.4510 24.1980 6.0230
H -5.7820 23.5920 6.4810
H -6.2990 25.2430 6.5580
C -10.3150 22.8860 5.4150
C -10.3970 21.5680 5.9050
O -11.4540 20.9840 5.2910
H -10.2880 23.0270 4.4110
H -9.5280 23.4350 5.8350
H -11.1630 23.4050 5.7380
H -10.7430 21.7650 6.9380
H -9.4320 20.9390 6.0410
H -11.3860 21.0280 4.3800
C -17.0450 17.4570 8.6960
C -17.7340 16.3050 8.1170
O -17.4760 15.2170 8.9300
H -15.9190 17.3450 8.8280
H -17.4050 17.6950 9.6500
H -17.1220 18.2990 7.9790
H -17.4400 16.1290 7.0840
H -18.8390 16.3380 8.0600
H -17.8130 14.4460 8.4180
C -12.7740 20.3830 8.4890
C -14.1630 20.7260 8.0990
O -14.0570 21.3740 6.8960
H -13.0310 19.5980 9.2080
H -12.2570 21.2520 9.0210
H -12.1200 19.8470 7.7320
H -14.5680 21.3600 8.8580
H -14.8650 19.8860 8.1340
H -13.3480 21.1320 6.3000
C -13.0190 16.4690 8.8830
C -12.1670 16.9310 9.8970
O -11.5830 15.7380 10.4850
H -13.4020 17.1680 8.1230
H -13.9740 15.9960 9.3060
H -12.5250 15.7650 8.1530
H -12.8700 17.5100 10.6390
H -11.5170 17.6110 9.3980
H -11.0310 15.2310 9.8990
*
```

The energy is -1948.188095 hartree. The LUMO energy comes out at 0.541 eV. As for the relative energy (zero: lowest compared OMol25 entry of this formula, charge and spin): 196.71 kcal/mol. The orbital gap comes out at 9.203 eV.

(4)
This record from OMol25 describes a molecular structure, C9H5GaNO4. The level of theory is ωB97M-V/def2-TZVPD.

ORCA input file:
```
! wB97M-V def2-TZVPD RIJCOSX def2/J DEFGRID3
* xyz 3 1
Ga -0.5291 -0.1138 -1.6136
O -1.0529 2.9848 -1.7053
C -0.8908 1.8513 -1.7144
C 1.3750 -0.8416 -1.7487
O 2.4668 -1.2074 -1.6720
C -2.0395 -1.4122 -1.6400
O -2.9095 -2.1508 -1.7008
C -0.5158 -0.1337 -3.7156
O -0.5072 -0.1295 -4.8672
C 0.7001 0.0995 2.9844
C 0.6555 1.3101 2.2988
C 0.3221 1.3121 0.9552
N 0.0415 0.1171 0.4608
C 0.0853 -1.1057 1.0110
C 0.4209 -1.1046 2.3537
H 0.9580 0.1003 4.0330
H 0.8543 2.2567 2.7269
H 0.2664 2.2102 0.3239
H -0.1454 -1.9884 0.4062
H 0.4443 -2.0543 2.8238
*
```

The energy is -2625.158567 hartree. The LUMO energy comes out at -14.307 eV. As for the relative energy (zero: lowest compared OMol25 entry of this formula, charge and spin): 0.00 kcal/mol. The orbital gap comes out at 7.198 eV.

(5)
This record from OMol25 describes 2 unconnected molecules or ions with the total composition C4BrClF4O. The level of theory is ωB97M-V/def2-TZVPD.

ORCA input file:
```
! wB97M-V def2-TZVPD RIJCOSX def2/J DEFGRID3
* xyz 0 1
F 3.1139 -0.9044 -0.7483
C 2.1396 -0.9062 0.1356
F 1.8663 -2.1274 0.5513
C 1.5169 0.1883 0.5722
Cl 0.2389 0.1185 1.7240
Br 2.0206 1.8758 -0.0880
O -0.3888 -0.4149 -1.1393
C -1.1788 0.1868 -0.5185
C -2.1956 0.8565 -0.0363
F -2.3647 1.2479 1.2306
F -3.2084 1.2525 -0.8256
*
```

The energy is -3661.207077 hartree. The LUMO energy comes out at -0.212 eV. As for the relative energy (zero: lowest compared OMol25 entry of this formula, charge and spin): 20.22 kcal/mol. The orbital gap comes out at 8.999 eV.

(6)
This record from OMol25 describes a single C5H9NO molecule. The level of theory is ωB97M-V/def2-TZVPD.

ORCA input file:
```
! wB97M-V def2-TZVPD RIJCOSX def2/J DEFGRID3
* xyz 0 1
H 2.6707 1.4549 0.9264
N 2.5247 0.4620 0.7226
C 1.4124 0.3223 0.1305
C 0.8713 -1.0154 -0.2839
C -0.5296 -1.2026 0.3019
C -1.4568 -0.0336 -0.0676
C -0.7657 1.3210 -0.3505
O 0.6542 1.4056 -0.1767
H 0.8409 -1.0625 -1.3817
H 1.5651 -1.7794 0.0729
H -0.4387 -1.2749 1.3923
H -0.9699 -2.1473 -0.0433
H -2.0599 -0.3047 -0.9411
H -2.1748 0.1094 0.7449
H -1.1590 2.0877 0.3236
H -0.9850 1.6574 -1.3705
*
```

The energy is -325.896971 hartree. The LUMO energy comes out at 0.875 eV. As for the relative energy (zero: lowest compared OMol25 entry of this formula, charge and spin): 25.47 kcal/mol. The orbital gap comes out at 10.531 eV.

Repeat the sixth record exactly.
This record from OMol25 describes a single C5H9NO molecule. The level of theory is ωB97M-V/def2-TZVPD.

ORCA input file:
```
! wB97M-V def2-TZVPD RIJCOSX def2/J DEFGRID3
* xyz 0 1
H 2.6707 1.4549 0.9264
N 2.5247 0.4620 0.7226
C 1.4124 0.3223 0.1305
C 0.8713 -1.0154 -0.2839
C -0.5296 -1.2026 0.3019
C -1.4568 -0.0336 -0.0676
C -0.7657 1.3210 -0.3505
O 0.6542 1.4056 -0.1767
H 0.8409 -1.0625 -1.3817
H 1.5651 -1.7794 0.0729
H -0.4387 -1.2749 1.3923
H -0.9699 -2.1473 -0.0433
H -2.0599 -0.3047 -0.9411
H -2.1748 0.1094 0.7449
H -1.1590 2.0877 0.3236
H -0.9850 1.6574 -1.3705
*
```

The energy is -325.896971 hartree. The LUMO energy comes out at 0.875 eV. As for the relative energy (zero: lowest compared OMol25 entry of this formula, charge and spin): 25.47 kcal/mol. The orbital gap comes out at 10.531 eV.